1.
The following is a DFT calculation (ωB97M-V/def2-TZVPD) of a molecular structure, C23H16Cl4FeN4O6.

Last column: Löwdin spin population.
Positions of all 54 atoms, in Å:
Fe: 0.01680 -0.52030 0.13240  1.992
O: 4.43510 -5.85364 -0.00984  0.102
N: 4.95608 -4.72161 0.00974  0.084
O: 6.18305 -4.56917 0.01391  0.102
C: 4.14241 -3.58955 0.17167  0.106
C: 4.79170 -2.35931 0.36361  0.178
C: 4.06725 -1.17951 0.52199  0.050
C: 4.63276 0.11158 0.73997  0.089
C: 3.82365 1.20549 0.87291  0.002
C: 2.42900 1.06584 0.78890  0.124
N: 1.88539 -0.12889 0.58934  -0.028
C: 2.66310 -1.21575 0.46397  0.052
C: 1.97965 -2.47481 0.26399  -0.007
N: 0.62800 -2.39746 0.23896  0.016
C: -0.09901 -3.50321 0.09395  0.057
C: 0.51673 -4.73376 -0.03259  0.013
C: 1.89570 -4.83003 -0.02000  0.056
C: 2.69497 -3.67831 0.13519  0.002
H: 5.87006 -2.35042 0.38822  0.011
H: 5.70998 0.21033 0.79904  0.003
H: 4.24252 2.18831 1.04239  -0.003
H: 1.75491 1.90597 0.88108  0.007
H: -1.17251 -3.38122 0.07351  0.003
H: -0.09030 -5.62159 -0.14399  -0.001
H: 2.38115 -5.78446 -0.12244  0.005
Cl: -6.67798 0.00145 -0.03060  0.026
C: -5.01693 0.21582 0.33344  0.084
C: -4.63090 1.28994 1.21961  0.077
Cl: -5.85323 2.30410 1.86947  0.023
C: -3.32240 1.50574 1.53427  0.026
Cl: -2.79870 2.76193 2.57318  0.002
C: -2.31106 0.66240 0.97055  0.123
O: -1.07671 0.80784 1.19351  0.233
C: -2.70324 -0.41015 0.07579  0.117
O: -1.75465 -1.08801 -0.42230  0.202
C: -4.08284 -0.61362 -0.21918  0.021
Cl: -4.48311 -1.88647 -1.29756  0.000
O: 0.01273 2.90750 -1.50639  0.004
C: -0.26497 1.73922 -2.04220  0.008
O: 0.18116 0.69738 -1.59538  0.029
C: -1.16904 1.79264 -3.25462  0.001
N: -1.47060 3.19171 -3.59330  0.000
C: -2.94050 3.37402 -3.55179  0.000
C: -3.51548 1.97636 -3.74459  0.000
C: -2.52512 1.11454 -2.96823  0.003
H: -0.63862 1.28726 -4.06312  0.000
H: -1.10316 3.42791 -4.50349  0.000
H: -0.44969 3.55477 -2.10669  0.000
H: -3.24643 4.09452 -4.30750  0.000
H: -3.22949 3.77337 -2.57739  0.000
H: -3.51363 1.70460 -4.80290  0.000
H: -4.53474 1.88286 -3.36958  0.000
H: -2.52163 0.06227 -3.24304  0.000
H: -2.75134 1.17638 -1.90215  0.002

Calculated values
- Kohn-Sham gap (alpha / beta): 5.00 / 5.99 eV
- Charge: 0
- Molecular weight: 642.06 g mol⁻¹
- E_tot: -126831.690 eV
- Lowest unoccupied orbital energy (alpha / beta): -0.34 / -2.37 eV
- 2S+1: 5
- Relative energy (zero: lowest compared OMol25 entry of this formula, charge and spin): 1.2 kJ/mol


2.
The following is a DFT calculation (ωB97M-V/def2-TZVPD) of a molecular structure, C17H19F3N2O4S2 at a distorted geometry.

Last column: Mulliken charge in e.
Positions of all 47 atoms, in Å:
C: 2.80969 0.95087 -0.74600  -0.968
C: 2.07261 -0.27024 -1.33713  -0.527
C: 0.64447 0.16040 -1.49852  -1.046
C: 0.56941 1.54581 -1.37754  0.948
N: -0.39037 2.38577 -1.80993  0.116
C: -1.59677 1.78002 -2.36262  -0.378
C: -2.51311 2.83437 -2.95856  -0.795
O: -2.66315 3.93883 -2.06146  -0.412
C: -1.45068 4.68396 -1.94812  -0.564
C: -0.20193 3.83583 -1.69847  -0.396
C: 1.85848 2.14536 -0.85921  -0.708
H: 3.06545 0.77682 0.30380  0.222
H: 3.74889 1.14653 -1.27022  0.360
H: 2.51371 -0.51055 -2.31838  0.380
H: 2.22780 -1.14583 -0.70484  0.261
H: -0.10913 -0.45007 -1.98963  0.516
H: -1.31501 1.06202 -3.14589  0.342
H: -2.11870 1.22945 -1.56207  0.227
H: -2.10068 3.14458 -3.93892  0.357
H: -3.52578 2.42497 -3.05342  0.349
H: -1.30385 5.26659 -2.87305  0.299
H: -1.62007 5.36485 -1.10398  0.301
H: 0.16879 4.08850 -0.69117  0.315
H: 0.56480 4.16547 -2.41616  0.236
H: 1.69808 2.61425 0.12514  0.295
H: 2.27971 2.93306 -1.50381  0.430
F: -3.57433 -5.39603 0.96050  -0.198
C: -2.55967 -5.07039 0.12615  0.670
F: -1.41240 -5.56500 0.65443  -0.209
F: -2.78319 -5.67674 -1.07843  -0.224
S: -2.35199 -3.28334 -0.24064  -0.044
N: -1.31843 -2.92077 1.24469  0.075
C: -1.13563 -3.30936 2.59470  0.540
O: -1.85292 -4.05918 3.22883  -0.602
C: 0.07587 -2.58692 3.08125  -0.088
C: 0.52183 -1.62928 2.20358  0.359
C: 1.57886 -0.75575 2.46309  -0.033
C: 2.24372 -0.91585 3.68705  -0.570
C: 1.83586 -1.91500 4.59252  -0.542
C: 0.74448 -2.74899 4.30925  -0.622
S: -0.34648 -1.69279 0.68326  1.007
O: 0.46389 -2.26642 -0.36677  -0.624
O: -1.12845 -0.51193 0.47202  -0.554
H: 1.83583 0.00818 1.72330  0.223
H: 3.07818 -0.25826 3.93071  0.425
H: 2.37678 -2.02996 5.53431  0.373
H: 0.39548 -3.51782 4.99635  0.480

Calculated values
- Kohn-Sham gap: 6.45 eV
- Charge: 0
- Molecular weight: 436.48 g mol⁻¹
- E_tot: -58927.086 eV
- Lowest unoccupied orbital energy: -0.42 eV
- Relative energy (zero: lowest compared OMol25 entry of this formula, charge and spin): 0.0 kJ/mol


3.
The following is a DFT calculation (ωB97M-V/def2-TZVPD) of a molecular structure, C46H36GeOPPdS at a distorted geometry.

Last column: Löwdin spin population.
Positions of all 87 atoms, in Å:
Pd: 0.77262 -0.49376 0.42567  1.231
C: 1.87623 6.83802 -1.75661  0.000
C: 2.40863 6.17213 -0.63988  0.000
C: 2.11888 4.82458 -0.36265  0.001
C: 1.06465 4.13051 -1.01930  0.023
C: 0.46416 4.84058 -2.10577  0.004
C: 0.84496 6.17344 -2.36965  0.001
P: 0.63156 2.43311 -0.37962  0.073
C: -1.08416 2.27551 -0.87578  0.006
C: -1.61829 1.24442 -1.62174  0.004
C: -3.02629 1.10604 -1.62240  0.003
C: -3.83836 2.09358 -1.20573  0.000
C: -3.25190 3.31364 -0.76184  0.003
C: -1.93039 3.42319 -0.57663  0.000
C: 1.51777 1.36714 -1.55050  0.084
C: 2.12000 1.82008 -2.71949  0.018
C: 2.83963 0.88858 -3.45478  0.017
C: 2.88981 -0.47094 -3.15163  0.023
C: 2.26305 -0.89267 -1.96207  0.075
C: 1.66509 0.07098 -1.22126  0.343
H: 2.19449 7.82630 -2.05240  0.000
H: 3.26165 6.62524 -0.03695  0.000
H: 2.72343 4.28840 0.39671  0.000
H: -0.19136 4.36716 -2.75821  0.000
H: 0.22923 6.71477 -3.06319  0.000
H: -0.95003 0.56616 -2.15147  0.001
H: -3.43672 0.15882 -2.11317  0.000
H: -4.96067 1.98253 -1.16052  0.000
H: -3.87401 4.22934 -0.76258  0.000
H: -1.49183 4.37175 -0.24632  0.000
H: 2.00574 2.84106 -3.08784  0.003
H: 3.36396 1.26258 -4.33325  0.001
H: 3.26293 -1.23401 -3.85549  0.003
H: 2.15708 -1.96694 -1.65024  0.011
C: -1.66709 2.49868 4.68642  0.019
C: -0.56317 2.78714 3.95927  -0.002
C: 0.34932 1.83270 3.50415  0.023
C: 0.10977 0.48822 3.72215  0.045
C: -1.00532 0.17289 4.52995  0.021
C: -1.84410 1.16664 5.07270  -0.002
Ge: 1.22134 -0.76382 2.67659  0.331
C: 3.08864 -0.16491 3.00576  0.086
C: 3.94202 0.00078 1.91707  0.023
C: 5.27555 0.30178 2.16997  0.002
C: 5.83386 0.22667 3.43926  -0.001
C: 4.94989 -0.03668 4.48754  0.005
C: 3.60992 -0.07773 4.31384  0.014
C: 0.55185 -2.46344 3.39123  0.069
C: 0.54587 -2.69858 4.74797  0.013
C: -0.11174 -3.84576 5.20459  0.005
C: -0.51075 -4.80421 4.30066  -0.001
C: -0.25657 -4.67844 2.94789  0.000
C: 0.22617 -3.49775 2.45951  0.011
H: -2.38029 3.25318 4.89950  0.001
H: -0.38785 3.81583 3.77429  -0.001
H: 1.22551 2.17100 2.91306  0.001
H: -1.39833 -0.85572 4.48161  0.000
H: -2.67180 0.77838 5.65215  0.000
H: 3.57272 -0.06117 0.93546  0.017
H: 5.90433 0.68764 1.35472  0.000
H: 6.91600 0.36042 3.49070  0.000
H: 5.28611 -0.08221 5.52627  0.001
H: 2.99208 0.04615 5.18891  0.001
H: 1.13095 -2.12537 5.42671  0.001
H: -0.22988 -3.97830 6.30794  0.001
H: -1.08523 -5.71180 4.70887  0.000
H: -0.41464 -5.52603 2.28851  0.000
H: 0.37689 -3.43926 1.41192  0.006
C: -3.37605 -3.10229 -6.29709  0.000
C: -3.79469 -4.51026 -6.46353  0.001
O: -3.97949 -5.11243 -7.52095  0.000
S: -4.28401 -5.46402 -5.06629  0.002
C: -3.50054 -4.61785 -3.73774  0.012
C: -4.20622 -3.69234 -2.92285  -0.002
C: -3.52459 -2.90447 -2.01088  0.010
C: -2.14205 -3.06069 -1.86086  0.007
C: -1.51820 -4.06466 -2.55996  0.012
C: -2.19371 -4.92181 -3.42154  -0.002
C: -1.38234 -2.30270 -0.96570  0.104
C: -0.60359 -1.50112 -0.41799  0.238
H: -2.92315 -2.84231 -7.22215  0.000
H: -2.62134 -3.00051 -5.53021  0.000
H: -4.20097 -2.36547 -6.01942  0.000
H: -5.27052 -3.56281 -3.04769  0.000
H: -4.03591 -2.10180 -1.56948  0.000
H: -0.45355 -4.18200 -2.47889  0.001
H: -1.59267 -5.65866 -3.97732  0.000

Calculated values
- Kohn-Sham gap (alpha / beta): 7.85 / 5.42 eV
- Charge: 0
- Molecular weight: 846.86 g mol⁻¹
- E_tot: -130444.280 eV
- Lowest unoccupied orbital energy (alpha / beta): 0.30 / -2.91 eV
- 2S+1: 4


4.
The following is a DFT calculation (ωB97M-V/def2-TZVPD) of C3H3F3O in the gas phase at a distorted geometry.

Last column: Mulliken charge in e.
Positions of all 10 atoms, in Å:
O: -0.79516 -1.35453 -1.53930  -0.417
C: -0.74072 -0.17786 -1.29262  0.085
C: 0.55220 0.22685 -0.28986  -0.761
C: 0.15459 -0.03377 1.12165  0.829
F: 0.98310 0.78189 1.85350  -0.269
F: -1.09803 0.41775 1.46184  -0.281
F: 0.19364 -1.26353 1.44509  -0.213
H: -1.33734 0.61001 -1.82124  0.332
H: 1.35604 -0.42851 -0.55767  0.317
H: 0.73168 1.22169 -0.38140  0.378

Calculated values
- Kohn-Sham gap: 10.92 eV
- Charge: 0
- Molecular weight: 112.05 g mol⁻¹
- E_tot: -13358.869 eV
- Lowest unoccupied orbital energy: 0.57 eV
- Structure (SMILES): O=CCC(F)(F)F
- Relative energy (zero: lowest compared OMol25 entry of this formula, charge and spin): 55.9 kJ/mol


5.
The following is a DFT calculation (ωB97M-V/def2-TZVPD) of 2 unconnected molecules or ions with the total composition C3H7N2O at a distorted geometry.

Last column: Löwdin spin population.
Positions of all 13 atoms, in Å:
C: -1.47545 1.17818 -0.92012  0.001
C: 2.31407 -0.62255 1.27513  0.707
C: -1.06252 -0.08383 -1.23608  0.001
N: 0.02849 -0.61552 1.17710  0.744
N: -1.76970 2.24500 -0.58364  0.003
O: 1.18251 -0.73289 1.81321  0.424
H: 3.15152 -0.74069 1.94091  0.042
H: 2.46069 -0.43089 0.22005  0.049
H: -0.39661 -0.10064 -2.09758  0.000
H: -1.89811 -0.76612 -1.38791  0.000
H: -0.47803 -0.44453 -0.28703  0.007
H: -0.70488 -0.78850 1.86048  0.021
H: -2.06500 3.16070 -0.33191  0.000

Calculated values
- Kohn-Sham gap (alpha / beta): 6.91 / 9.17 eV
- Charge: +1
- Molecular weight: 87.10 g mol⁻¹
- E_tot: -8237.988 eV
- Lowest unoccupied orbital energy (alpha / beta): -3.76 / -5.50 eV
- 2S+1: 3
- Relative energy (zero: lowest compared OMol25 entry of this formula, charge and spin): 227.2 kJ/mol


6.
The following is a DFT calculation (ωB97M-V/def2-TZVPD) of 2 unconnected molecules or ions with the total composition C3H6S at a distorted geometry.

Last column: Mulliken charge in e.
Positions of all 10 atoms, in Å:
C: 0.04210 1.45436 0.07427  -0.665
C: 0.47947 -0.07830 0.07128  0.358
C: -0.55202 -1.19491 -0.00433  -0.879
H: 1.45321 1.67535 -0.60064  0.211
H: -0.08723 1.70480 1.22328  0.255
H: -0.76191 1.61491 -0.76359  0.267
H: -1.21041 -0.96028 -0.90069  0.240
H: -0.08967 -2.26135 -0.13808  0.291
H: -1.29843 -1.58013 0.99652  0.242
S: 2.02489 -0.37444 0.04198  -0.321

Calculated values
- Kohn-Sham gap: 8.31 eV
- Charge: 0
- Molecular weight: 74.15 g mol⁻¹
- E_tot: -14039.223 eV
- Lowest unoccupied orbital energy: -0.11 eV
- Relative energy (zero: lowest compared OMol25 entry of this formula, charge and spin): 351.6 kJ/mol


7.
The following is a DFT calculation (ωB97M-V/def2-TZVPD) of C3H7BO2 in the gas phase at a distorted geometry.

Last column: Mulliken charge in e.
Positions of all 13 atoms, in Å:
B: 0.17956 0.63674 1.06411  0.436
C: -0.55892 -1.09323 -1.68564  -0.453
C: 0.15378 -1.58443 -0.22133  -0.223
C: 0.32391 2.09227 1.49216  -0.711
O: 0.21072 -0.30835 -2.35545  -0.753
O: 0.15541 -0.49361 0.67549  -0.151
H: -0.70187 -2.06563 -2.37164  0.263
H: -1.42849 -0.52417 -1.38974  0.222
H: -0.73814 -2.18174 0.25226  0.216
H: 1.15251 -2.20033 -0.23456  0.227
H: 0.45141 2.44313 2.54002  0.335
H: -0.50741 2.79603 1.17369  0.302
H: 1.30753 2.48331 1.06062  0.290

Calculated values
- Kohn-Sham gap: 6.21 eV
- Charge: 0
- Molecular weight: 85.90 g mol⁻¹
- E_tot: -7991.588 eV
- Lowest unoccupied orbital energy: -0.32 eV
- Relative energy (zero: lowest compared OMol25 entry of this formula, charge and spin): 579.8 kJ/mol


8.
The following is a DFT calculation (ωB97M-V/def2-TZVPD) of 2 unconnected molecules or ions with the total composition C5H10O.

Last column: Mulliken charge in e.
Positions of all 16 atoms, in Å:
C: 2.19308 -0.03203 0.09112  -1.179
C: 0.61768 0.70750 0.31514  0.576
C: 0.29357 -0.26769 -0.70216  -0.909
C: -1.94672 -0.33362 -0.54369  -0.690
C: -2.02214 0.05306 0.75897  -0.330
O: 0.16327 0.55792 1.49590  -0.703
H: 2.79525 0.77696 0.50907  0.361
H: 2.59655 -0.27641 -0.89398  0.364
H: 2.22482 -0.89300 0.75869  0.342
H: 0.77444 1.72681 -0.09346  0.289
H: 0.46072 -0.06190 -1.75770  0.383
H: 0.25715 -1.30689 -0.39911  0.396
H: -1.89916 -1.38905 -0.80268  0.311
H: -2.27550 0.33067 -1.34034  0.306
H: -1.88780 -0.64508 1.57431  0.224
H: -2.34520 1.05271 1.02991  0.259

Calculated values
- Kohn-Sham gap: 9.07 eV
- Charge: 0
- Molecular weight: 86.13 g mol⁻¹
- E_tot: -7389.927 eV
- Lowest unoccupied orbital energy: 0.30 eV
- Relative energy (zero: lowest compared OMol25 entry of this formula, charge and spin): 466.9 kJ/mol


9.
The following is a DFT calculation (ωB97M-V/def2-TZVPD) of a molecular structure, C6H17N2 at a distorted geometry.

Last column: Mulliken charge in e.
Positions of all 25 atoms, in Å:
C: 0.40154 -1.07228 -0.72090  -1.150
N: -1.05404 -1.38642 -0.52846  -0.077
C: -1.57849 -0.99272 0.80123  -0.154
C: -3.05603 -1.48266 0.96646  -1.157
C: 0.75524 0.40138 -0.41187  0.567
N: 0.59453 0.67013 0.99299  -0.312
C: 1.71839 2.60073 -1.23127  -1.130
C: 2.01655 1.13337 -0.81363  -0.523
H: 0.61297 -1.37775 -1.76707  0.477
H: 1.08410 -1.62689 -0.04652  0.354
H: -1.49622 -1.81668 -1.31272  0.258
H: -1.62898 0.15106 0.87365  0.244
H: -0.80720 -1.35498 1.50005  0.350
H: -3.82646 -0.75183 0.52329  0.311
H: -3.21452 -2.42682 0.36151  0.321
H: -3.33022 -1.68107 2.05414  0.326
H: -0.02220 0.95361 -0.94894  0.267
H: 1.16925 0.14109 4.13373  0.075
H: 0.98009 -0.13143 1.57609  0.304
H: 1.83165 0.47897 3.77477  -0.033
H: 2.69118 2.99947 -1.63073  0.370
H: 0.92645 2.80341 -2.05677  0.336
H: 1.33823 3.31366 -0.27637  0.286
H: 2.72710 1.25732 0.02585  0.307
H: 2.63810 0.55601 -1.57580  0.381

Calculated values
- Kohn-Sham gap: 5.71 eV
- Charge: +1
- Molecular weight: 117.22 g mol⁻¹
- E_tot: -9464.604 eV
- Lowest unoccupied orbital energy: -7.86 eV
- Relative energy (zero: lowest compared OMol25 entry of this formula, charge and spin): 716.9 kJ/mol